No. 1
ORCA calculation (the ωB97M-V functional and the def2-TZVPD basis) on C40H41N13O4PRhTe as an isolated structure.

Last column: Mulliken charge in e.
Cartesian coordinates (Å):
Rh -1.058 0.865 -0.458  -0.1537
C -2.870 1.596 2.086  -0.9287
N -2.795 1.986 0.686  0.0884
C -2.618 3.406 0.420  -0.1155
C -2.265 3.530 -1.027  -0.0535
N -1.994 2.462 -1.746  0.2702
C -1.821 2.894 -3.043  0.2096
C -1.627 2.188 -4.223  -0.0176
C -1.508 2.915 -5.389  -0.8158
C -1.594 4.310 -5.392  -0.5931
C -1.842 5.026 -4.239  -1.0531
C -1.964 4.299 -3.065  0.4617
N -2.257 4.661 -1.766  -0.0460
C -2.375 0.193 2.214  -0.2622
N -1.732 -0.427 1.249  1.0568
C -1.368 -1.659 1.746  -0.4304
C -0.648 -2.697 1.166  0.1942
C -0.416 -3.818 1.936  -0.4894
C -0.888 -3.909 3.250  -0.8511
C -1.603 -2.890 3.844  -1.1496
C -1.835 -1.760 3.075  0.5841
N -2.475 -0.567 3.328  0.0817
H -3.885 1.693 2.497  0.7379
H -2.198 2.243 2.661  -0.0115
H -3.606 1.640 0.176  0.1235
H -1.793 3.782 1.036  -0.0199
H -3.525 3.986 0.646  0.5509
H -1.612 1.110 -4.219  0.3826
H -1.352 2.397 -6.321  0.4763
H -1.488 4.836 -6.325  0.4139
H -1.952 6.099 -4.253  0.4455
H -2.434 5.600 -1.448  0.2638
H -0.284 -2.606 0.152  0.3899
H 0.148 -4.643 1.530  0.4270
H -0.673 -4.798 3.817  0.4549
H -1.952 -2.970 4.862  0.4758
H -2.955 -0.332 4.183  0.3198
C 4.407 1.144 -1.724  -1.1362
N 2.987 1.205 -1.948  1.0420
C 2.021 1.363 -1.043  -0.5693
N 0.843 1.170 -1.621  1.0749
C 1.160 0.902 -2.911  -1.0808
N 2.447 0.910 -3.125  -0.9832
C 4.756 -0.093 -0.923  0.8683
C 5.772 -0.063 0.024  -0.8353
C 6.092 -1.203 0.747  -0.8059
C 5.379 -2.370 0.561  -0.9348
C 4.345 -2.402 -0.375  -0.1155
C 4.048 -1.267 -1.127  -0.0287
C 3.540 -3.594 -0.499  0.5927
N 3.686 -4.716 0.147  -0.4817
N 2.677 -5.506 -0.173  -0.5002
C 1.917 -4.864 -1.012  0.3971
O 2.424 -3.632 -1.266  -0.1670
C 0.641 -5.272 -1.550  -0.0247
C 0.040 -6.460 -1.139  -0.8015
C -1.232 -6.764 -1.584  -0.8449
C -1.916 -5.889 -2.415  -0.8706
C -1.312 -4.718 -2.848  0.8470
C -2.045 -3.716 -3.715  -1.2651
N -2.274 -2.510 -2.953  1.0554
C -1.428 -1.522 -2.654  -0.7192
N -2.012 -0.679 -1.814  0.8840
C -3.242 -1.212 -1.629  -0.8495
N -3.417 -2.317 -2.302  -0.9944
C -0.028 -4.418 -2.423  0.1703
H 4.736 2.043 -1.199  0.4315
H 4.885 1.107 -2.708  0.3021
H 2.188 1.635 -0.018  -0.0294
H 0.442 0.744 -3.687  0.7494
H 6.326 0.848 0.191  0.4812
H 6.893 -1.170 1.468  0.4368
H 5.596 -3.262 1.127  0.5740
H 3.268 -1.321 -1.872  0.7926
H 0.574 -7.119 -0.475  0.5740
H -1.702 -7.683 -1.276  0.4421
H -2.923 -6.124 -2.728  0.4229
H -3.023 -4.099 -4.013  0.4576
H -1.456 -3.470 -4.603  0.2980
H -0.440 -1.424 -3.057  0.6626
H -4.004 -0.777 -1.019  0.4945
H 0.470 -3.520 -2.757  0.6955
C -0.732 1.813 6.041  -1.2945
C 0.304 1.565 4.959  -0.3451
O -0.072 2.285 3.789  -0.1348
P 0.840 2.372 2.458  -1.1729
O 0.178 1.651 1.344  1.2789
Te 3.122 1.661 2.915  -0.1962
O 0.768 3.914 2.075  -0.2622
C 1.200 4.939 2.971  -0.2644
C -0.013 5.642 3.552  -1.0444
H -0.448 1.271 6.938  0.4245
H -1.716 1.481 5.720  0.2259
H -0.789 2.872 6.278  0.3154
H 0.375 0.496 4.720  0.3435
H 1.286 1.912 5.305  0.4112
H 1.812 5.627 2.380  0.3986
H 1.825 4.506 3.760  0.3149
H -0.586 6.111 2.755  0.2715
H 0.295 6.407 4.258  0.4185
H -0.645 4.918 4.062  0.1853

- Kohn-Sham gap (alpha / beta) (eV) = 3.6 / 3.4
- relative energy (zero: lowest compared OMol25 entry of this formula, charge and spin) (kcal per mole) = 0.0
- charge = +2
- max |F| (eV Å⁻¹) = 3.95
- HOMO level (alpha / beta) (eV) = -11.455 / -11.340

No. 2
ORCA calculation (the ωB97M-V functional and the def2-TZVPD basis) on C40H42As3F10N3O8Pd as an isolated structure.

Last column: Löwdin spin population.
Cartesian coordinates (Å):
Pd -0.336 0.326 -0.282  1.3137
C 0.139 0.725 2.988  0.0097
N 0.583 -0.250 1.977  0.0892
C 2.033 -0.217 1.815  0.0060
C 2.448 1.143 1.276  0.0500
N 1.760 1.387 0.014  0.4900
C 2.206 2.373 -0.779  0.0529
C 1.944 2.298 -2.179  0.1056
F 1.355 1.207 -2.640  0.0379
C 2.365 3.236 -3.077  -0.0091
F 2.102 3.094 -4.365  -0.0131
C 3.095 4.338 -2.631  0.1450
F 3.494 5.242 -3.479  0.0538
C 3.400 4.459 -1.277  -0.0118
F 4.082 5.502 -0.857  -0.0140
C 2.983 3.504 -0.382  0.1065
F 3.269 3.703 0.892  0.0351
C 0.038 -1.578 2.252  0.0160
C -1.458 -1.633 1.833  0.0511
N -1.832 -0.373 1.219  0.5765
C -3.030 0.193 1.420  0.0483
C -4.210 -0.507 1.801  0.1064
F -4.179 -1.826 1.907  0.0330
C -5.415 0.122 1.989  -0.0119
F -6.480 -0.580 2.318  -0.0137
C -5.520 1.500 1.821  0.1358
F -6.668 2.095 1.972  0.0504
C -4.389 2.238 1.477  -0.0107
F -4.471 3.549 1.342  -0.0132
C -3.195 1.603 1.279  0.1021
F -2.139 2.349 0.998  0.0288
H 0.767 0.665 3.884  0.0030
H -0.887 0.521 3.281  0.0017
H 0.175 1.741 2.598  0.0009
H 2.321 -0.997 1.112  -0.0004
H 2.547 -0.397 2.768  0.0030
H 3.528 1.159 1.126  0.0101
H 2.223 1.918 2.008  0.0184
H 0.117 -1.817 3.318  0.0031
H 0.608 -2.312 1.691  -0.0002
H -2.082 -1.853 2.694  0.0064
H -1.593 -2.444 1.112  0.0213
C 3.025 -5.626 1.209  0.0000
O 2.584 -4.820 0.096  0.0000
C 2.065 -5.496 -0.955  -0.0001
O 1.917 -6.681 -0.980  -0.0001
C 1.646 -4.515 -2.024  -0.0007
C 1.859 -4.656 -3.331  0.0001
As 0.928 -3.808 -4.857  0.0002
C 2.272 -2.550 -5.544  0.0000
C -0.344 -2.645 -3.904  -0.0005
C -0.443 -2.467 -2.581  -0.0001
As 0.877 -2.899 -1.193  -0.0010
C 2.366 -1.757 -1.791  0.0037
C -1.752 -2.079 -1.954  0.0063
O -1.993 -1.039 -1.328  0.0878
O -2.592 -3.091 -1.975  0.0078
C -3.912 -2.911 -1.426  0.0003
C -1.562 -2.248 -4.716  0.0000
O -2.432 -1.517 -4.289  0.0002
O -1.553 -2.734 -5.941  0.0000
C -2.699 -2.442 -6.770  0.0000
C 2.733 -5.716 -3.979  0.0000
O 2.685 -5.863 -5.180  0.0001
O 3.593 -6.317 -3.189  0.0000
C 4.391 -7.369 -3.779  0.0000
H 2.999 -4.981 2.082  0.0000
H 4.039 -5.972 1.026  0.0000
H 2.367 -6.479 1.337  0.0000
H 3.243 -3.037 -5.502  0.0000
H 2.294 -1.609 -5.001  0.0000
H 2.024 -2.360 -6.584  0.0000
H 2.377 -1.694 -2.876  0.0001
H 3.294 -2.203 -1.439  0.0002
H 2.264 -0.763 -1.358  0.0020
H -4.560 -2.494 -2.195  0.0001
H -3.882 -2.248 -0.569  0.0001
H -4.256 -3.898 -1.140  0.0001
H -2.435 -2.775 -7.767  0.0000
H -2.913 -1.377 -6.761  0.0000
H -3.562 -2.992 -6.403  0.0000
H 4.751 -7.960 -2.945  0.0000
H 5.218 -6.937 -4.336  0.0000
H 3.781 -7.969 -4.447  0.0000
C -1.231 1.528 -4.024  0.0273
As -1.701 1.743 -2.153  0.1560
C -3.594 1.343 -2.262  0.0270
C -1.585 3.725 -1.963  0.0305
C -2.622 4.426 -2.784  0.0071
C -2.327 4.869 -4.070  0.0069
C -3.258 5.593 -4.800  -0.0004
C -4.507 5.862 -4.262  0.0078
C -4.819 5.408 -2.988  0.0000
C -3.883 4.694 -2.256  0.0057
H -2.127 1.666 -4.627  0.0043
H -0.844 0.526 -4.187  0.0009
H -0.473 2.247 -4.326  0.0002
H -4.090 2.128 -2.830  0.0047
H -4.056 1.238 -1.282  0.0010
H -3.674 0.399 -2.797  -0.0001
H -0.578 3.969 -2.302  0.0005
H -1.672 3.954 -0.904  0.0000
H -1.348 4.668 -4.495  0.0004
H -3.004 5.961 -5.786  -0.0002
H -5.232 6.429 -4.831  0.0004
H -5.792 5.623 -2.561  -0.0002
H -4.123 4.364 -1.250  0.0004

- Kohn-Sham gap (alpha / beta) (eV) = 7.9 / 5.1
- 2S+1 = 5
- relative energy (zero: lowest compared OMol25 entry of this formula, charge and spin) (kcal per mole) = 9.0
- charge = +2
- max |F| (eV Å⁻¹) = 0.92
- HOMO level (alpha / beta) (eV) = -12.963 / -12.964